[1]
{
  "formula": "C35H38AsBrGaN3O4",
  "method": "ωB97M-V with the def2-TZVPD basis set",
  "symbols": ["C", "H", "C", "C", "C", "C", "C", "H", "H", "C", "H", "H", "As", "C", "H", "H", "C", "C", "H", "Br", "H", "C", "O", "H", "H", "C", "C", "N", "H", "H", "C", "H", "C", "O", "H", "C", "H", "H", "H", "H", "C", "C", "C", "H", "H", "H", "C", "Ga", "H", "N", "C", "C", "H", "C", "H", "H", "O", "C", "H", "H", "N", "H", "H", "O", "C", "H", "H", "H", "C", "C", "C", "C", "C", "H", "C", "C", "C", "H", "C", "H", "H", "C", "H"],
  "positions_angstrom": [[15.7774, 10.5668, 5.6592], [10.0054, 6.0760, 5.8834], [19.1749, 10.3515, 7.2785], [16.7776, 6.4908, 8.9305], [20.6693, 13.0384, 9.5187], [19.3223, 11.2925, 8.5019], [14.4298, 12.3602, 4.7410], [19.9373, 13.7024, 11.5139], [15.9521, 11.2742, 3.6101], [15.4631, 11.3480, 4.5763], [14.1389, 12.9701, 3.8719], [13.9822, 5.9377, 6.0500], [16.5452, 10.2623, 9.5395], [15.1368, 14.2674, 10.0540], [12.8154, 15.2895, 12.2896], [17.1657, 12.3822, 12.1630], [13.7499, 12.9917, 11.4623], [8.9137, 7.8551, 9.1842], [16.0789, 14.1749, 7.7560], [8.2562, 9.1165, 10.4631], [7.7898, 5.7476, 6.8353], [18.8339, 12.0508, 10.7578], [12.9063, 7.7000, 8.3208], [13.0146, 12.8616, 12.2148], [22.0804, 14.3437, 10.4415], [14.0793, 14.2556, 10.9773], [19.9031, 13.0141, 10.6559], [15.3398, 9.8561, 7.9640], [16.8067, 4.2642, 6.4419], [19.3503, 10.9686, 6.3504], [12.1607, 7.0865, 7.3832], [18.8122, 12.2856, 12.8415], [16.8575, 4.4286, 7.5275], [14.9012, 5.5167, 6.1184], [18.1722, 9.8182, 7.3072], [18.1550, 11.8369, 12.1016], [15.3482, 15.2225, 9.5176], [16.5501, 9.8287, 5.4759], [12.9356, 10.5319, 11.8577], [21.0577, 12.1951, 7.6174], [13.3708, 15.5413, 11.3447], [10.7166, 7.1157, 7.7020], [16.6381, 13.3887, 8.2920], [10.9800, 8.4861, 9.4193], [17.6239, 6.7477, 10.6771], [14.4191, 9.6165, 11.4091], [15.1656, 10.7316, 6.9192], [14.7310, 8.0871, 7.8801], [17.8456, 4.1114, 7.8960], [15.8669, 7.4334, 9.2202], [15.4546, 11.8889, 10.1260], [16.4589, 5.7906, 7.7211], [14.3985, 10.6452, 12.9112], [8.0499, 6.9687, 8.5732], [17.6253, 13.7549, 8.5687], [22.6419, 13.4303, 8.8976], [12.5451, 6.6417, 6.2930], [20.3923, 12.1956, 8.4813], [12.7565, 15.9714, 10.5494], [14.1212, 16.3312, 11.6226], [15.4921, 6.3752, 7.0043], [16.1524, 3.6637, 7.9139], [17.8795, 5.0001, 10.0018], [15.9148, 8.2321, 10.3008], [13.8139, 12.6191, 5.9857], [13.1664, 13.4238, 6.0964], [21.5005, 14.8439, 8.7746], [7.0112, 6.8935, 8.9829], [18.5120, 11.2688, 9.6240], [17.8225, 6.0817, 9.8436], [8.4405, 6.3823, 7.3821], [14.1922, 11.7882, 7.0303], [9.7923, 6.4783, 6.9059], [18.1341, 10.7442, 12.3008], [21.8403, 14.0059, 9.3880], [14.0630, 10.6074, 11.8460], [14.4574, 11.8118, 11.0811], [13.4959, 11.5912, 7.8486], [10.2546, 7.9000, 8.7932], [16.8151, 12.4744, 7.6827], [18.8136, 6.4165, 9.3590], [15.7748, 13.1251, 9.5175], [19.8832, 9.4737, 7.2401]],
  "atomic_forces_ev_per_a": [[0.7, -0.1, 0.2], [0.2, 0.2, 1.3], [-0.6, -0.2, 0.1], [-1.4, 0.3, -1.0], [0.9, 1.4, 0.3], [0.9, -0.4, -0.9], [1.0, -0.1, -0.2], [0.7, -0.3, -0.5], [-0.1, -0.3, 0.2], [-2.5, 2.4, 0.4], [0.3, -0.3, 0.4], [0.7, -0.7, -0.3], [-0.1, 1.5, 0.8], [-0.1, 0.4, -1.5], [0.0, 0.7, -1.0], [0.8, -1.0, 0.0], [1.3, -0.1, -0.7], [1.2, 0.4, -0.2], [0.6, -0.5, -0.3], [0.2, -0.5, -0.1], [-0.7, -0.3, -0.4], [0.6, 0.4, -0.7], [0.2, -0.9, -2.2], [-0.8, 0.1, 0.6], [0.2, -0.2, -1.4], [0.8, -0.7, -0.8], [-2.5, -1.7, 1.0], [1.3, -0.5, 1.1], [0.3, -0.3, 0.2], [-0.5, -0.9, 0.8], [0.5, 1.4, 0.2], [-0.1, 0.0, 0.3], [0.6, -2.5, -1.6], [-1.3, 0.6, -0.6], [0.9, 1.0, -0.4], [-0.3, 0.6, -0.5], [-0.1, -0.6, 0.7], [0.0, -0.3, 0.5], [1.1, 0.1, 0.1], [-0.1, 0.0, 0.1], [0.7, -0.2, 1.7], [-0.5, 0.9, 0.9], [-0.2, -0.5, 0.3], [-0.8, -0.6, -1.0], [0.5, -0.6, 0.8], [-0.3, 1.4, 0.5], [-1.5, 2.0, -2.0], [-0.2, -0.4, 0.0], [-0.3, 0.6, -0.1], [0.6, 0.2, 2.8], [1.4, -0.3, -1.3], [-2.0, 2.6, 1.3], [-0.2, 0.0, -0.8], [-1.5, 0.4, -0.1], [0.1, 0.2, 0.1], [0.1, 0.7, 0.3], [0.2, 0.4, 1.2], [-0.2, -1.2, -0.8], [-0.2, -0.4, 0.2], [-0.6, -0.7, -0.3], [1.1, -0.6, 0.5], [0.0, 0.7, 0.1], [-0.1, 0.4, 0.4], [-0.1, -2.7, -1.2], [2.7, -2.1, -1.5], [-1.4, 1.0, 0.2], [0.4, 0.1, 0.1], [1.0, -0.1, -0.6], [-1.3, 0.3, -0.5], [2.1, 1.1, -0.7], [2.1, -0.1, 0.0], [-0.3, -2.2, 0.4], [-2.0, -0.5, -0.5], [-0.6, 0.7, 0.0], [-0.7, -0.5, 1.1], [-0.8, -2.4, 0.2], [-0.4, 1.5, 0.5], [0.5, 0.9, 0.4], [0.5, 0.0, 1.0], [-0.4, 0.8, 0.2], [-1.1, -0.6, 1.0], [-0.9, 0.9, 1.1], [-0.3, 1.1, 0.4]],
  "homo_energy_ev": [-6.62, -6.27],
  "de_lowest_kcal_mol": 89.2,
  "spin_multiplicity": 1
}



[2]
{
  "formula": "C35H38BF3O4",
  "method": "ωB97M-V with the def2-TZVPD basis set",
  "symbols": ["C", "C", "H", "H", "H", "H", "H", "C", "C", "C", "F", "H", "C", "C", "H", "C", "C", "F", "H", "H", "H", "H", "O", "C", "H", "C", "B", "H", "O", "H", "H", "H", "H", "H", "C", "H", "H", "O", "C", "C", "H", "C", "C", "C", "H", "C", "C", "C", "H", "H", "H", "C", "C", "C", "C", "H", "C", "H", "H", "F", "H", "C", "C", "C", "H", "C", "C", "H", "H", "H", "C", "H", "C", "H", "H", "H", "C", "C", "H", "C", "O"],
  "positions_angstrom": [[-3.7186, -0.2981, 0.3336], [-6.1474, -4.6163, -2.9941], [3.4620, 2.1393, -3.4452], [1.8047, 4.5246, -4.1198], [-5.7628, -0.9618, 0.1339], [-0.6000, 2.7070, 1.9818], [-0.2738, 0.9235, -0.1271], [0.3791, -1.5194, 3.5962], [0.9243, -2.6413, 2.9540], [-4.9257, -6.7280, -3.0056], [3.1310, -0.5628, 4.8451], [0.3002, 3.9964, -3.3016], [2.0620, 1.9133, 0.7902], [3.5285, 2.9627, -2.7279], [2.2692, 6.2817, -2.5036], [-3.1287, -2.0644, -1.7529], [-5.2189, -4.1131, -2.0709], [5.1111, 0.2889, 4.4074], [-3.5070, -4.5071, -0.8378], [2.2382, 3.5849, 2.1631], [-6.9715, -3.9818, -3.3482], [-0.7895, 0.2820, 3.3702], [1.7149, -3.4610, 3.7092], [-4.7405, -1.0506, -0.2393], [4.1336, 2.6167, -1.8639], [-0.5618, -0.7038, 1.4395], [1.4665, 2.7187, -0.3491], [2.9822, -4.4911, 2.3873], [1.4763, 2.2625, -1.6773], [3.8817, 3.9225, -0.0922], [2.5711, -5.2598, 3.9531], [-3.9266, 0.3587, 1.1791], [-1.0038, 3.8827, 0.7527], [-4.8011, -7.7327, -3.3987], [-4.4065, -1.9980, -1.2179], [3.3254, 5.5718, 0.2173], [1.2922, 2.8249, -4.1961], [-5.4624, -2.8122, -1.6609], [2.1791, -4.6981, 3.1119], [-1.2883, 2.9065, 1.1757], [-6.6663, -6.3072, -4.2542], [2.4213, 0.5503, 0.5711], [-5.9714, -5.9319, -3.4947], [2.1241, 3.4110, -2.3217], [-2.8595, -2.8070, -2.5279], [2.1202, 4.5730, -1.2322], [-1.1564, 1.9545, 0.0294], [-4.1991, -4.9068, -1.5692], [-0.0813, -2.0401, -0.2210], [-3.2735, -6.8380, -1.6436], [3.3855, -1.1958, 1.3709], [2.4758, 2.5238, 1.9833], [-2.3847, -0.4156, -0.1035], [3.1756, 1.8401, 2.9564], [3.1056, -0.1600, 1.5618], [3.5381, 2.3292, 3.8415], [3.4383, 0.4727, 2.7360], [0.5140, -1.3885, 4.6724], [-2.3372, 3.0854, 1.6251], [4.4854, -1.5495, 3.4069], [2.1667, 0.0505, -0.3647], [1.3196, 3.7188, -3.5633], [4.0498, -0.3445, 3.8561], [-0.3664, -0.5587, 2.8214], [0.5634, 5.8509, -2.0916], [-2.1257, -1.2128, -1.2374], [1.5995, 5.9019, -1.7018], [1.3629, -5.2524, 2.6292], [-1.8612, 0.8742, 1.4390], [1.6295, 6.6160, -0.8741], [0.7074, -2.8317, 1.5459], [-1.3981, 2.3391, -0.9818], [-4.0499, -6.2205, -2.0277], [4.0609, 3.8021, -3.2135], [1.0787, -3.7400, 1.0596], [-1.1401, -1.2424, -1.6991], [-1.3213, 0.3135, 0.6471], [0.0115, -1.8444, 0.8537], [4.1764, 5.2155, -1.2941], [3.4717, 4.8157, -0.5655], [1.2117, 4.0813, -0.1952]],
  "atomic_forces_ev_per_a": [[0.2, -0.4, -0.3], [0.4, -0.9, -0.4], [-0.1, 0.1, 0.1], [-0.2, 0.0, -0.1], [0.3, -0.2, -0.2], [0.2, -0.1, 0.4], [-0.5, 3.9, 0.2], [-0.8, 0.7, -1.4], [0.1, 0.2, -0.9], [-0.1, 0.5, 0.1], [0.9, 0.0, -0.5], [0.0, 0.0, -0.1], [0.9, -2.0, 0.7], [0.5, 0.3, 0.2], [-0.5, -0.1, 0.4], [0.7, 0.3, -0.1], [-0.8, 0.3, -0.4], [-0.4, -0.3, 0.1], [-0.1, 0.0, 0.0], [0.1, -0.5, -0.3], [0.5, -0.3, 0.2], [0.0, 0.0, -0.3], [-0.4, -0.6, -0.5], [0.5, -0.2, 0.1], [-0.4, 0.2, -0.5], [2.5, -0.2, 0.5], [-1.7, -0.2, -0.5], [-0.3, -0.1, 0.2], [1.0, 1.3, 0.8], [0.0, 0.0, -0.1], [0.1, -0.1, -0.1], [-0.1, -0.1, -0.2], [0.0, -0.1, 0.4], [0.1, 0.1, 0.1], [-0.8, -0.2, -0.1], [0.1, -0.2, -0.2], [0.0, 0.2, 0.1], [0.7, 0.2, 0.2], [-0.2, 0.9, 0.2], [-0.4, 1.2, -0.4], [0.3, 0.1, 0.4], [0.0, 0.9, 0.7], [0.0, 0.9, 0.7], [0.0, -0.6, -0.3], [-0.4, 0.7, 0.4], [-0.4, 0.0, 0.3], [3.2, -2.5, -0.7], [0.2, -0.5, -0.1], [-0.1, 0.3, 0.5], [0.5, -0.3, 0.3], [-0.1, 0.3, 0.3], [-0.3, 0.7, 0.1], [-0.9, -0.1, -1.2], [0.0, -1.2, -0.6], [-0.4, 0.0, -1.0], [-0.1, 0.1, 0.3], [0.3, 0.4, 1.0], [0.0, 0.0, -0.4], [1.2, -0.9, -0.7], [-0.2, 0.5, 0.6], [0.0, 0.3, 0.2], [0.1, 0.1, -0.1], [-0.1, 0.1, -0.4], [0.8, -1.2, 0.8], [0.6, 0.0, 0.2], [-0.8, -0.3, 0.4], [-0.2, 0.5, -1.0], [0.2, 0.2, 0.2], [0.1, -1.3, 0.0], [-0.1, -0.1, -0.1], [0.0, 0.5, 1.7], [-0.2, -1.5, 0.6], [-1.3, 0.6, -0.8], [-0.1, -0.4, 0.2], [-0.1, 0.6, 0.0], [-0.2, 0.0, 0.2], [-4.9, 0.8, 1.2], [0.2, -0.8, -0.6], [0.1, -0.1, 0.1], [0.0, 0.2, 0.1], [0.9, -0.3, -0.8]],
  "homo_energy_ev": -7.23,
  "de_lowest_kcal_mol": 118.6,
  "spin_multiplicity": 1
}



[3]
{
  "formula": "C35H38ClHfNP",
  "method": "ωB97M-V with the def2-TZVPD basis set",
  "symbols": ["H", "C", "H", "H", "C", "H", "C", "C", "H", "H", "C", "C", "C", "C", "C", "C", "H", "C", "C", "C", "H", "H", "Cl", "C", "H", "C", "H", "H", "C", "C", "C", "H", "H", "C", "H", "C", "Hf", "H", "C", "H", "H", "H", "H", "H", "C", "H", "H", "C", "C", "C", "H", "C", "C", "C", "N", "H", "H", "H", "C", "H", "H", "C", "P", "C", "H", "H", "C", "C", "H", "H", "C", "H", "H", "H", "H", "C", "H"],
  "positions_angstrom": [[3.8736, -3.5435, -4.8839], [3.4679, -2.4201, -3.0741], [-1.0463, -3.5459, -0.6220], [4.5088, -2.4276, -2.7491], [-2.3387, 0.6591, 4.4625], [-0.3386, 4.2606, -2.4033], [0.0578, 3.3325, -2.8176], [0.1877, 2.1552, 3.9046], [-0.0613, 1.7703, 4.8922], [0.5920, 4.6395, -0.2326], [-3.7864, -1.8183, -4.2357], [-2.3655, -0.0881, -3.2827], [0.7606, 3.3662, -4.0268], [0.8518, 3.3832, 3.8592], [1.0556, -3.1312, 0.0714], [0.8104, 3.2782, 1.4301], [1.8570, 2.1852, -5.4682], [0.0072, 2.1276, 1.4912], [0.4075, 0.9209, -2.6378], [-3.3947, -0.4745, -4.1503], [2.2955, 4.2936, 5.1696], [0.8654, 3.6505, 5.9977], [2.2817, 0.0322, 0.8400], [1.1636, 0.9802, -3.8219], [-0.5256, 1.7832, 0.5895], [-0.2466, -0.6662, 5.0201], [-3.8865, 0.2716, -4.7774], [0.5847, 0.0399, 5.0271], [1.1837, 3.9103, 2.6133], [3.1131, -3.0598, -4.2690], [-2.1380, -1.6374, 3.8069], [-1.7592, -3.1984, 1.8569], [1.6515, -3.4171, -0.7866], [-1.5923, -1.0634, -2.6232], [2.7883, -1.2692, -1.3824], [-0.7470, -3.0209, 1.5067], [0.1836, -0.9565, 0.8843], [-0.7648, 2.1085, -1.2554], [1.7757, -3.0646, -4.6689], [-2.7712, -1.7380, 4.7096], [-1.3764, -3.2049, -2.3147], [-1.5406, -2.5526, 3.7769], [0.5482, -2.8253, 3.3589], [1.7702, 4.8333, 2.5649], [1.2078, 4.1581, 5.0935], [-3.1146, 0.8090, 3.7081], [-2.8188, -1.5979, 2.9483], [1.1503, -1.7331, -2.7246], [-1.3084, -0.3609, 3.9591], [1.3093, 2.1814, -4.5235], [-2.1125, 0.9730, -3.1928], [-0.1424, 2.1233, -2.1525], [-1.9942, -2.4048, -2.7199], [2.4989, -1.7628, -2.3171], [-0.6534, 0.1093, 2.7040], [-1.9535, 1.6465, 4.7104], [1.6199, 0.0808, -4.2285], [2.2519, 4.4259, 0.3339], [1.5661, -2.8467, 1.3629], [0.8828, 4.3049, -4.5670], [0.7623, 5.1646, 5.0739], [-0.3673, -3.2220, 0.1574], [-0.0088, -0.6603, -1.7552], [0.8101, -2.3775, -3.9244], [1.4761, 3.1268, -0.5963], [2.6176, -2.8624, 1.6336], [1.3038, 3.8947, 0.1593], [-0.1739, 1.4392, 2.7281], [-3.4588, -3.8111, -3.4488], [0.2185, -1.6403, 4.8310], [0.4659, -2.7765, 2.2778], [-4.5949, -2.1239, -4.9042], [1.4733, -3.5882, -5.5797], [-2.8118, 0.2523, 5.3654], [-0.7329, -0.6862, 6.0104], [-3.1275, -2.7732, -3.4511], [-0.2039, -2.3201, -4.3214]],
  "atomic_forces_ev_per_a": [[-0.2, 0.1, 0.2], [-0.1, 0.1, -0.3], [0.2, 0.3, 0.3], [-0.3, 0.1, 0.0], [-0.3, 0.3, 0.2], [0.0, -0.3, -0.1], [0.0, 0.0, -0.4], [0.3, 0.1, 0.1], [0.3, 0.2, -0.5], [0.2, -0.3, 0.0], [0.2, 0.2, 0.4], [0.3, -0.1, -0.2], [0.0, -0.4, 0.3], [-0.5, -0.3, -0.5], [-0.2, -0.7, 0.6], [0.0, 0.4, 0.7], [-0.1, 0.0, 0.3], [0.1, -0.4, 0.6], [-0.1, 0.9, 0.4], [0.0, -0.3, 0.2], [-0.2, -0.1, 0.0], [0.0, 0.1, -0.1], [0.7, 0.1, -0.2], [-0.1, -0.1, 0.0], [0.3, -0.1, 0.4], [0.2, -0.2, 0.5], [0.1, -0.2, 0.3], [-0.3, -0.1, 0.1], [0.2, -0.2, -0.2], [-0.3, 0.0, 0.2], [-0.4, -0.4, 0.2], [0.4, 0.4, 0.0], [-0.2, 0.5, 0.1], [-0.6, -0.1, 0.1], [0.0, -0.2, -0.4], [0.8, -1.1, 0.1], [-0.5, 3.8, 2.5], [0.2, 0.1, -0.3], [0.1, 0.2, 0.1], [0.3, 0.0, -0.5], [-0.3, 0.3, -0.1], [-0.1, 0.3, -0.1], [0.0, 0.5, -0.4], [-0.2, -0.3, 0.0], [0.1, 0.1, 0.3], [0.0, -0.1, 0.0], [0.1, 0.1, 0.1], [0.7, -0.4, 0.0], [0.0, 0.1, 0.2], [-0.1, 0.0, 0.2], [-0.1, -0.5, -0.1], [0.0, -0.3, -0.2], [-0.3, -0.1, -0.2], [-0.1, 0.0, 0.1], [0.0, -0.7, -1.7], [-0.1, -0.2, -0.1], [-0.1, 0.2, 0.1], [-0.3, -0.2, 0.0], [-0.6, -1.4, 0.2], [0.0, -0.3, 0.2], [0.1, -0.3, 0.0], [0.5, -0.6, 0.6], [-0.1, 0.4, -3.3], [-0.1, 0.1, 0.1], [0.0, 0.2, 0.0], [-0.3, 0.4, -0.1], [0.0, 0.2, -0.4], [-0.1, 0.7, -0.4], [0.2, 0.2, -0.1], [-0.2, 0.1, 0.2], [-0.5, -1.6, -0.6], [0.2, 0.2, 0.3], [0.1, 0.3, 0.3], [0.1, 0.2, -0.2], [0.4, -0.1, -0.3], [0.2, 0.4, -0.2], [0.3, -0.1, 0.2]],
  "charge": 1,
  "homo_energy_ev": -10.09,
  "de_lowest_kcal_mol": 0.0,
  "spin_multiplicity": 1
}